Below is a structure of composition BCuH18O7, with properties calculated with ωB97M-V/def2-TZVPD.

Geometry (Å):
H  1.700  -4.686  0.711
O  -0.892  0.655  -4.151
H  0.667  -3.725  1.260
H  -4.161  -2.508  -0.207
O  -1.123  3.933  -1.069
H  0.068  -0.470  0.984
Cu  -1.987  0.676  -0.953
H  5.269  -0.687  -1.440
H  1.459  0.613  4.568
H  -2.292  1.775  2.849
H  -3.624  -2.651  -1.616
H  0.784  -0.605  -0.600
H  -1.453  1.212  -4.690
B  0.957  -0.263  0.409
H  1.802  -0.780  0.836
H  -0.137  0.464  -4.708
O  2.330  0.416  4.225
H  -1.332  4.756  -1.512
O  0.976  -4.628  1.334
H  -3.592  2.373  2.356
H  2.166  -0.094  3.432
O  -2.857  1.826  2.078
H  1.079  0.807  0.467
O  -3.745  -2.013  -0.913
H  3.810  -0.311  -1.299
H  -0.426  4.162  -0.454
O  4.553  -0.248  -1.899

The lowest unoccupied orbital energy (spin up / spin down) comes out at -5.67 / -8.96 eV. For the HOMO energy (spin up / spin down), the calculation gives -13.769 / -13.768 eV. The largest force on an atom is 5.62 eV Å⁻¹. The total charge is +1. The calculation puts the HOMO-LUMO gap (spin up / spin down) at 8.10 / 4.81 eV. As for the spin multiplicity: 2. As for the energy above the lowest of the compared OMol25 structures with the same formula, charge and spin: 6.007 eV.

---

Below is a structure of composition C8H17IrP2, with properties calculated with ωB97M-V/def2-TZVPD.

Geometry (Å):
Ir  1.314  -1.799  0.342
H  -1.262  -3.143  1.265
C  -1.007  2.076  -1.874
H  -1.457  -2.491  -0.881
H  0.626  2.301  0.871
H  -1.221  3.072  -1.469
H  2.586  -0.256  2.652
H  -0.257  -4.351  -0.286
C  -1.298  -0.033  -2.768
H  -1.386  1.003  1.315
H  1.141  -1.121  3.369
H  2.080  -1.905  2.010
P  -0.483  -2.981  0.073
H  1.993  1.550  -0.005
C  1.734  -0.910  2.480
C  0.122  0.324  -2.854
C  -1.966  1.052  -2.136
H  -1.476  -0.624  2.064
H  2.134  1.814  1.778
P  0.715  -0.015  1.276
H  -1.730  -0.954  -3.151
H  1.163  2.264  -2.405
C  -0.894  0.299  1.995
H  -3.032  1.172  -1.959
H  0.900  -0.353  -3.193
C  0.240  1.687  -2.443
C  1.453  1.584  0.947
H  -0.731  0.738  2.989

The lowest unoccupied orbital energy (spin up / spin down) comes out at 0.70 / -1.80 eV. For the HOMO energy (spin up / spin down), the calculation gives -4.901 / -8.212 eV. The largest force on an atom is 4.35 eV Å⁻¹. The total charge is 0. The calculation puts the HOMO-LUMO gap (spin up / spin down) at 5.60 / 6.41 eV. As for the spin multiplicity: 5. As for the energy above the lowest of the compared OMol25 structures with the same formula, charge and spin: 0.000 eV.

---

Below is a cluster of 3 separate species, C2H10N2O2 in total, with properties calculated with ωB97M-V/def2-TZVPD.

Geometry (Å):
H  -1.843  -1.918  0.999
H  5.104  0.967  0.906
H  -2.941  2.658  -0.239
H  5.139  1.309  -0.514
H  -3.013  -0.696  -0.818
C  -2.182  -0.478  -0.149
N  -3.092  1.682  -0.436
N  -1.384  -1.577  0.121
H  2.552  -1.210  -0.561
H  2.090  -0.534  0.744
H  -1.778  1.331  1.247
H  -2.717  1.525  -1.423
H  -0.592  -1.235  0.571
O  5.150  0.495  0.038
O  1.785  -1.133  0.029
C  -2.175  0.840  0.275

The lowest unoccupied orbital energy (spin up / spin down) comes out at -4.37 / -7.59 eV. For the HOMO energy (spin up / spin down), the calculation gives -14.087 / -14.087 eV. The largest force on an atom is 4.78 eV Å⁻¹. The total charge is +1. The calculation puts the HOMO-LUMO gap (spin up / spin down) at 9.72 / 6.49 eV. As for the spin multiplicity: 2. As for the energy above the lowest of the compared OMol25 structures with the same formula, charge and spin: 0.924 eV.

---

Below is a structure of composition C2H6NP, with properties calculated with ωB97M-V/def2-TZVPD.

Geometry (Å):
P  1.460  1.415  0.280
H  -1.920  -0.735  0.735
C  -1.728  0.166  -0.005
H  1.775  -0.858  1.071
H  -0.538  0.863  0.192
H  1.735  -0.820  -0.763
C  2.076  -0.293  0.121
N  -2.517  0.607  -0.845
H  3.151  -0.354  0.064
H  -3.495  0.010  -0.849

The lowest unoccupied orbital energy (spin up / spin down) comes out at -1.10 / -1.09 eV. For the HOMO energy (spin up / spin down), the calculation gives -7.812 / -7.804 eV. The largest force on an atom is 4.09 eV Å⁻¹. The total charge is 0. The calculation puts the HOMO-LUMO gap (spin up / spin down) at 6.71 / 6.71 eV. As for the energy above the lowest of the compared OMol25 structures with the same formula, charge and spin: 3.504 eV.

---

Below is a structure of composition C29H43N7O2OsSSi, with properties calculated with ωB97M-V/def2-TZVPD.

Geometry (Å):
O  -0.068  2.064  -1.358
C  -1.216  -4.538  1.747
C  1.566  -1.071  0.843
C  3.506  3.140  -1.114
H  2.578  0.627  -1.177
H  1.796  1.621  -3.784
Os  -0.468  0.105  -1.199
H  -0.152  -1.283  6.072
C  0.023  -3.706  -0.154
N  0.478  -0.292  0.617
Si  -1.100  0.362  4.446
C  3.493  4.659  -0.937
N  -0.908  -1.844  -1.456
C  -0.229  -0.197  5.992
C  -3.410  -1.990  0.012
H  -1.288  -5.213  2.589
H  0.775  0.228  6.066
C  -2.739  -0.490  4.228
H  -3.147  -1.093  -0.552
H  -1.675  0.687  -6.306
C  3.209  2.678  -2.559
H  -3.899  -1.636  0.921
C  -1.022  -2.807  -0.379
C  -1.258  2.220  4.451
C  1.935  -1.396  2.111
H  1.418  -1.215  4.185
H  2.083  -5.161  -2.536
H  -1.679  -1.938  -5.691
H  2.631  5.664  1.429
C  -2.187  -2.787  0.391
C  -1.254  -1.197  -3.648
C  0.011  -0.160  2.980
H  -1.208  2.017  -4.016
C  -1.245  0.948  -4.161
H  -0.789  0.148  6.864
C  -1.504  -1.110  -5.023
H  -0.273  2.688  4.516
H  -3.358  -0.372  5.120
H  0.699  -5.276  1.130
C  1.176  -5.067  -1.940
H  3.124  3.536  -3.228
C  -0.098  -4.570  0.929
H  -3.290  -0.079  3.381
N  -0.024  5.370  -0.337
N  2.151  5.227  -1.047
H  2.129  -3.869  -0.429
H  -1.386  -3.251  -2.920
H  -4.666  -3.741  -0.276
H  2.102  -1.426  -0.025
C  1.272  5.335  -0.052
C  -2.255  -3.665  1.468
S  -1.641  1.037  1.045
O  0.480  3.696  -2.746
C  1.137  -0.934  3.177
H  -1.831  2.534  5.326
N  1.680  5.416  1.220
H  1.734  5.161  -1.967
C  -4.379  -2.838  -0.815
H  4.046  2.090  -2.938
H  2.799  2.700  -0.398
H  -1.769  2.598  3.565
H  1.335  -2.935  -1.683
C  -0.290  0.149  1.638
C  0.709  2.600  -2.274
H  1.007  5.567  1.952
H  3.943  4.939  0.014
C  -1.190  -2.208  -2.701
H  -0.341  5.039  -1.240
H  -3.151  -3.674  2.078
N  -1.097  0.090  -3.130
C  1.232  -3.822  -1.052
H  -0.711  5.552  0.374
H  -2.597  -1.560  4.058
H  2.805  -2.012  2.285
H  4.495  2.794  -0.811
N  2.023  0.533  -2.023
H  4.101  5.134  -1.707
H  -3.925  -3.150  -1.758
H  1.072  -5.969  -1.338
C  1.945  1.824  -2.721
H  -5.285  -2.278  -1.046
H  2.475  -0.163  -2.607
H  0.325  -5.035  -2.622
C  -1.494  0.244  -5.341

The lowest unoccupied orbital energy (spin up / spin down) comes out at -5.51 / -7.55 eV. For the HOMO energy (spin up / spin down), the calculation gives -13.259 / -13.246 eV. The largest force on an atom is 0.56 eV Å⁻¹. The total charge is +2. The calculation puts the HOMO-LUMO gap (spin up / spin down) at 7.75 / 5.69 eV. As for the spin multiplicity: 5. As for the energy above the lowest of the compared OMol25 structures with the same formula, charge and spin: 0.000 eV.

---

Below is an isolated molecule of C17H20N8O, with properties calculated with ωB97M-V/def2-TZVPD.

Geometry (Å):
H  3.440  3.776  5.836
H  1.292  1.503  0.980
C  -0.426  -0.191  -0.346
C  1.431  0.274  7.381
H  1.302  0.570  -7.694
N  0.328  0.594  -3.680
H  0.715  -2.241  7.379
H  -3.435  -1.650  -1.160
C  1.104  0.873  3.061
H  0.158  1.954  -7.794
H  2.596  3.980  7.336
N  1.576  2.012  3.758
N  1.924  1.555  7.379
C  0.791  0.802  1.631
C  2.026  2.230  6.258
H  1.755  4.296  5.779
O  -1.440  0.333  -5.142
H  -0.427  0.309  -7.506
C  -0.211  0.109  -2.489
C  -2.682  -1.380  -0.379
C  0.667  -1.882  6.340
C  1.088  -0.427  6.255
C  0.395  0.998  -7.292
C  1.651  1.575  4.998
C  1.548  1.373  -3.754
H  1.394  -0.212  8.355
H  2.694  0.763  -5.497
H  -0.632  -0.774  1.811
H  -0.336  -2.029  5.910
H  -2.388  -2.281  0.191
H  1.315  -2.442  5.665
H  2.363  0.901  -3.210
N  -1.510  -0.769  -0.982
H  1.439  2.376  -3.384
N  0.358  0.372  -1.240
H  -3.098  -0.691  0.332
H  2.247  2.484  -5.499
H  -1.926  -1.028  -3.134
C  -1.352  -0.634  -2.326
C  2.472  3.675  6.286
C  -0.280  0.640  -4.913
C  -0.106  -0.124  1.107
N  0.866  -0.175  3.809
N  1.176  0.278  5.039
N  0.593  1.192  -5.856
C  1.886  1.475  -5.258

The lowest unoccupied orbital energy comes out at 0.09 eV. For the HOMO energy, the calculation gives -7.415 eV. The largest force on an atom is 2.31 eV Å⁻¹. Its SMILES is Cc1ncc(C)n2nc(/C=C/c3nc(N4CCN(C)C4=O)cn3C)nc12. The total charge is 0. The calculation puts the HOMO-LUMO gap at 7.51 eV. As for the energy above the lowest of the compared OMol25 structures with the same formula, charge and spin: 0.000 eV.